# 1
C36H65Si4 | wB97M-V/def2-TZVPD

The spin multiplicity is 1. As for the net charge: +1. The value obtained for the lowest unoccupied orbital energy is -4.179 eV.

Each line ends with the Mulliken charge.
Element x y z (Å)
C -2.7913 -1.3072 7.9691  -1.32
C -2.0340 -0.9231 6.6975  -0.36
C -2.5255 -1.6542 5.4444  -0.67
C -1.7295 -1.2883 4.1613  -0.55
Si -2.7495 -1.2824 2.5895  0.31
C -2.7357 -2.9900 1.8451  -1.10
C -4.4817 -0.7324 2.9971  -1.35
C -2.1654 0.0010 1.3540  0.13
Si -0.3556 0.0668 1.0068  -0.42
H 0.1289 -0.9856 -1.7439  -0.84
C 0.3231 1.7392 0.4858  0.42
Si -0.8273 3.0185 -0.2823  0.24
C 0.2424 4.5465 -0.3954  -1.26
C -1.4248 2.6201 -2.0042  -1.11
C -2.3642 3.3783 0.7541  -0.46
C -2.8299 4.8316 0.5880  -0.84
C -4.2060 5.0885 1.2147  -0.44
C -4.6136 6.5570 1.1350  -1.32
C 0.8042 -1.2316 1.6549  0.94
Si 2.5310 -0.6337 2.0969  0.32
C 2.4452 0.6751 3.4110  -1.10
C 3.3997 -2.1755 2.7089  -1.30
C 3.5209 0.0965 0.6780  -0.63
C 3.9772 -0.9295 -0.3675  -0.01
C 5.1145 -0.3531 -1.2141  -0.68
C 5.6545 -1.3164 -2.2663  -0.93
H -2.3953 -0.7210 8.8075  0.38
H -3.8658 -1.1050 7.8789  0.32
H -2.6528 -2.3726 8.1961  0.33
H -2.1099 0.1615 6.5316  0.34
H -0.9605 -1.1337 6.8240  0.27
H -2.4257 -2.7404 5.6127  0.32
H -3.6032 -1.4689 5.3080  0.22
H -1.2273 -0.3132 4.2959  0.47
H -0.9293 -2.0440 4.0698  0.36
H -3.6314 -3.1510 1.2296  0.37
H -1.8494 -3.1742 1.2184  0.31
H -2.7447 -3.7297 2.6578  0.38
H -4.9248 -0.1671 2.1632  0.38
H -5.1118 -1.6082 3.1977  0.35
H -4.4938 -0.0831 3.8862  0.41
H -2.7342 -0.0966 0.3995  0.33
H -2.2749 1.0347 1.7380  -0.28
H 0.5977 2.0452 1.5235  0.07
H 1.2375 1.6879 -0.1256  -0.15
H -0.0387 5.1460 -1.2730  0.37
H 0.1478 5.1683 0.5088  0.33
H 1.2979 4.2480 -0.5024  0.31
H -1.5387 3.5675 -2.5537  0.51
H -0.7228 2.0054 -2.5781  0.48
H -2.3988 2.1105 -2.0052  0.29
H -3.1731 2.6969 0.4490  0.37
H -2.1693 3.1934 1.8212  0.46
H -2.0950 5.5103 1.0513  0.27
H -2.8708 5.1180 -0.4777  0.33
H -4.9517 4.4657 0.7042  0.34
H -4.1894 4.7619 2.2614  0.30
H -5.6159 6.6871 1.5533  0.39
H -3.9241 7.1881 1.7068  0.32
H -4.6234 6.9141 0.0987  0.32
H 0.2739 -1.4996 2.5889  -0.82
H 0.8764 -2.1512 1.0288  0.59
H 3.4085 1.2072 3.4415  0.37
H 1.6600 1.4249 3.2477  0.28
H 2.2788 0.2181 4.3966  0.38
H 4.3950 -2.2855 2.2528  0.38
H 3.5217 -2.1035 3.7993  0.38
H 2.8065 -3.0720 2.4779  0.35
H 2.9861 0.9129 0.1736  0.18
H 4.3980 0.5573 1.1662  0.60
H 4.3015 -1.8777 0.0954  0.30
H 3.1340 -1.1891 -1.0290  -0.23
H 4.7907 0.5887 -1.6776  0.30
H 5.9364 -0.0815 -0.5409  0.45
H 6.5561 -0.8895 -2.7209  0.42
H 5.9044 -2.2912 -1.8210  0.31
H 4.9290 -1.4852 -3.0700  -0.05
C 2.0946 -2.1728 -3.6033  -0.73
C 3.0684 -2.3819 -4.6731  0.33
C 3.9312 -3.5055 -4.6385  -0.11
C 4.9632 -3.6273 -5.5654  -0.59
C 5.0851 -2.6911 -6.6016  -0.41
C 4.1655 -1.6404 -6.7082  -0.68
C 3.1525 -1.4931 -5.7654  -0.29
C 1.6634 -0.9668 -3.1669  -0.87
C 0.2916 -0.6351 -2.7426  1.85
C -0.9016 -1.1492 -3.4746  -0.20
C -2.1660 -0.7878 -2.9848  0.13
C -3.2578 -0.8812 -3.8371  -0.86
C -3.1189 -1.4777 -5.0913  -0.47
C -1.9002 -2.0403 -5.4729  -0.76
C -0.7953 -1.9104 -4.6436  -0.38
H 1.6573 -3.0473 -3.1119  0.49
H 3.8205 -4.2460 -3.8355  0.35
H 5.6983 -4.4321 -5.4766  0.38
H 5.8927 -2.7747 -7.3315  0.39
H 4.2486 -0.9186 -7.5190  0.38
H 2.4219 -0.6996 -5.8364  0.40
H 2.3479 -0.1381 -3.2476  0.66
H 0.2524 0.4551 -2.6408  -0.29
H -2.2744 -0.4262 -1.9530  0.27
H -4.2177 -0.4904 -3.5015  0.40
H -3.9631 -1.5197 -5.7705  0.39
H -1.7972 -2.5828 -6.4081  0.43
H 0.1379 -2.4206 -4.9035  0.36

Force components x, y, z for each atom (eV/Å):
0.231 0.059 -0.043
0.102 0.022 -0.187
-0.167 -0.228 -0.027
0.474 -0.120 0.336
-0.678 -0.328 0.552
0.008 -0.070 -0.279
-0.300 0.131 0.009
1.154 0.306 -0.683
0.582 0.254 -0.471
-0.068 -0.329 1.569
-0.508 -1.481 0.359
-0.476 1.001 -0.138
0.246 0.089 0.093
-0.017 -0.269 -0.284
0.196 -0.120 0.098
-0.117 0.249 0.018
0.203 0.014 -0.160
-0.100 -0.067 0.097
-1.083 0.253 -0.558
0.996 -0.023 -0.183
-0.123 0.139 0.479
0.090 0.006 0.201
-0.279 -0.285 -0.011
0.000 0.142 -0.296
0.169 -0.236 0.101
-0.028 0.129 -0.149
-0.203 -0.207 -0.072
0.215 -0.044 0.011
-0.086 0.235 -0.014
-0.030 -0.153 0.016
-0.211 0.040 0.018
-0.117 0.313 -0.057
0.322 -0.002 0.141
-0.119 -0.155 0.048
-0.094 0.351 -0.025
0.242 -0.029 0.079
-0.222 -0.044 0.184
0.002 0.115 -0.220
0.043 -0.228 0.221
0.000 0.252 0.038
-0.062 -0.161 -0.285
0.274 0.224 0.550
-0.469 -0.317 -0.170
0.104 0.304 -0.453
-0.257 -0.140 0.429
0.111 -0.059 0.320
0.142 -0.137 -0.320
-0.268 0.246 -0.011
-0.034 -0.261 0.188
-0.212 0.224 0.016
0.263 0.092 -0.040
0.124 0.107 0.090
-0.107 0.035 -0.063
-0.191 -0.184 -0.129
0.025 -0.132 0.237
0.079 0.054 0.062
-0.004 0.024 -0.072
0.123 0.107 -0.088
-0.092 -0.075 -0.102
-0.011 -0.060 0.159
0.281 -0.247 -0.256
-0.184 0.594 0.292
-0.291 -0.130 0.052
0.186 -0.086 0.110
-0.006 0.210 -0.150
-0.297 -0.006 0.230
0.023 -0.205 -0.254
0.266 0.163 0.113
0.265 -0.097 0.156
-0.177 -0.117 -0.139
-0.017 0.346 -0.100
0.192 0.012 0.192
-0.021 -0.150 0.001
-0.084 0.020 0.019
-0.115 -0.231 0.034
-0.006 0.267 -0.130
0.136 -0.011 0.180
-0.604 0.398 0.659
0.897 -0.577 -0.054
0.023 0.409 0.052
-0.075 0.108 -0.148
-0.204 0.203 0.148
0.169 -0.229 0.045
0.311 -0.422 0.697
0.921 -0.804 -1.235
0.315 0.213 1.406
-0.212 -0.397 -0.526
0.333 0.020 -0.591
-0.176 -0.244 0.220
0.100 0.079 -0.160
-0.376 -0.058 0.295
-0.018 0.221 0.069
-0.367 -0.110 -0.733
0.095 0.377 -0.301
-0.375 0.197 -0.073
-0.251 -0.020 0.249
-0.025 -0.224 0.111
0.033 0.111 -0.056
-0.011 0.437 -0.774
-0.199 -0.248 -0.250
0.089 0.213 -0.542
0.105 -0.222 -0.176
0.022 -0.024 0.117
-0.145 0.075 0.118
-0.314 0.613 -0.042


# 2
C36H66BFIN5O13 | wB97M-V/def2-TZVPD

The spin multiplicity is 1. The value obtained for the lowest unoccupied orbital energy is -0.698 eV.

Each line ends with the Mulliken charge.
Element x y z (Å)
C -1.2021 -1.3719 0.7864  -1.01
C -0.8181 -2.8117 0.4778  0.06
O 0.5792 -3.0342 0.5466  -0.40
C 1.0195 -3.5012 1.8046  -1.71
C 2.4419 -3.9755 1.6684  0.11
C 3.4775 -3.0380 1.4966  -0.49
C 3.2002 -1.5578 1.4481  -0.24
C 3.7613 -0.7972 0.2254  -0.97
C 4.3852 0.5377 0.6317  -0.85
I 5.9064 1.2113 -0.6950  -0.01
C 4.7610 -3.5610 1.4220  1.85
C 5.0230 -4.9221 1.4607  0.77
C 3.9934 -5.8222 1.6071  -0.68
O 4.2574 -7.1813 1.6863  -0.35
N 4.0066 -7.9335 0.4646  0.22
O 4.0750 -7.2990 -0.4974  -0.21
C 2.6861 -5.3605 1.7310  0.02
B 1.5175 -6.4171 1.9723  0.82
O 0.5227 -6.5262 1.0186  -0.68
C 1.5022 -7.2543 3.3014  -0.37
C 1.8789 -6.3680 4.5072  -1.03
C 6.4840 -5.1439 1.3583  -0.05
O 7.0619 -6.1543 1.0994  -0.53
N 7.1143 -3.8650 1.5888  0.08
C 7.7699 -3.8040 2.9130  -0.73
C 6.9636 -3.0220 3.9207  0.70
O 7.1855 -1.9366 4.3256  -0.46
F 5.8567 -3.7019 4.3259  -0.22
C 6.0818 -2.8755 1.3365  -0.43
O 6.3488 -1.7372 1.0975  -0.40
H -0.7180 -1.0196 1.6979  0.37
H -0.9950 -0.7136 -0.0549  0.15
H -2.2783 -1.3341 0.9605  0.34
H -1.3668 -3.4790 1.1498  0.28
H -1.1411 -3.0582 -0.5332  0.00
H 0.9704 -2.6857 2.5387  0.50
H 0.3575 -4.2897 2.1749  0.77
H 2.1231 -1.4330 1.4059  0.18
H 3.5177 -1.1102 2.3949  0.30
H 4.4499 -1.3932 -0.3649  0.53
H 2.9061 -0.5604 -0.4084  0.46
H 3.6281 1.3178 0.6133  0.60
H 4.8038 0.5113 1.6325  0.01
H 0.5219 -7.4010 0.6149  0.34
H 2.2514 -8.0489 3.2456  0.30
H 0.5166 -7.6915 3.4635  0.40
H 2.9293 -6.0809 4.4764  0.24
H 1.2919 -5.4469 4.5232  0.25
H 1.6974 -6.8828 5.4494  0.40
H 8.7560 -3.3532 2.8554  0.31
H 7.8803 -4.8242 3.2813  0.43
C -4.6847 2.4325 -4.1294  -0.85
O -5.3178 1.2771 -4.6440  -0.34
C -4.5875 0.5915 -5.6518  -0.78
C -3.8983 -0.6573 -5.1427  -0.19
N -2.7715 -0.3549 -4.2736  -0.29
C -2.2643 -1.4581 -3.4623  -0.76
C -3.2163 -2.2964 -2.6143  -0.63
O -3.7245 -1.6673 -1.4529  -0.36
C -4.7138 -0.6834 -1.6845  -0.54
H -5.4430 3.0300 -3.6246  0.25
H -3.9177 2.1910 -3.3847  0.33
H -4.2334 3.0377 -4.9200  0.39
H -3.8760 1.2673 -6.1378  0.41
H -5.3194 0.2794 -6.4017  0.40
H -3.5349 -1.2201 -6.0094  0.34
H -4.6644 -1.2703 -4.6513  0.15
H -3.0038 0.4210 -3.6710  0.19
H -1.5139 -1.0377 -2.7877  0.41
H -1.7326 -2.1466 -4.1288  0.35
H -2.6315 -3.1411 -2.2435  0.36
H -4.0359 -2.7283 -3.2024  0.41
H -5.4172 -0.9890 -2.4633  0.28
H -4.2713 0.2823 -1.9428  0.12
H -5.2628 -0.5536 -0.7522  0.35
C -7.0372 3.3735 -6.5051  -0.60
O -6.3928 4.6300 -6.4397  -0.27
C -6.1787 5.2772 -7.6854  -0.84
C -7.1591 6.4014 -7.9463  -0.19
N -8.5024 5.9136 -8.2176  -0.31
C -9.5792 6.8976 -8.1342  -0.78
C -9.7124 7.7937 -6.9066  -0.44
O -10.1861 7.1638 -5.7338  -0.43
C -9.2579 6.3268 -5.0753  -0.45
H -6.8609 2.8661 -5.5614  0.12
H -8.1228 3.4699 -6.6260  0.29
H -6.6415 2.7570 -7.3180  0.33
H -6.1864 4.5490 -8.5036  0.39
H -5.1787 5.7158 -7.6362  0.39
H -6.8049 6.9648 -8.8166  0.36
H -7.1156 7.0740 -7.0804  0.14
H -8.7136 5.1386 -7.6058  0.19
H -10.5189 6.3506 -8.2389  0.38
H -9.5006 7.5538 -9.0086  0.38
H -10.4737 8.5378 -7.1508  0.35
H -8.7917 8.3525 -6.6945  0.34
H -8.2560 6.7649 -5.0585  0.25
H -9.2165 5.3318 -5.5270  0.09
H -9.6026 6.2095 -4.0484  0.34
C 4.4434 2.2194 4.3292  -0.67
O 4.3041 1.1761 5.2683  -0.39
C 5.5008 0.4623 5.5683  -0.69
C 6.1129 0.8624 6.8934  -0.15
N 6.6995 2.1939 6.8592  -0.35
C 6.9972 2.8052 8.1518  -0.81
C 5.9342 2.8583 9.2451  -0.43
O 4.8864 3.7846 9.0410  -0.43
C 3.9307 3.4161 8.0683  -0.43
H 3.4472 2.4617 3.9597  0.27
H 4.8603 3.1329 4.7688  0.30
H 5.0736 1.9215 3.4855  0.25
H 6.2226 0.5579 4.7520  0.43
H 5.2185 -0.5891 5.6385  0.29
H 6.8967 0.1362 7.1343  0.37
H 5.3274 0.7646 7.6540  0.13
H 6.1067 2.8145 6.3276  0.18
H 7.3089 3.8333 7.9537  0.39
H 7.8687 2.2899 8.5718  0.39
H 6.4402 3.2044 10.1491  0.35
H 5.5263 1.8666 9.4800  0.33
H 3.6785 2.3538 8.1278  0.26
H 4.2679 3.6574 7.0565  0.09
H 3.0307 3.9982 8.2646  0.32

Force components x, y, z for each atom (eV/Å):
-0.317 -0.212 0.108
-0.395 0.388 -0.026
0.034 -0.389 -0.123
-0.046 0.494 0.052
0.139 -0.330 -0.021
-0.070 -0.039 -0.106
-0.302 -0.057 -0.101
-0.181 0.279 0.089
-0.328 -0.001 0.063
-0.007 0.044 -0.025
0.178 -0.015 -0.159
-0.304 0.055 -0.242
0.326 -0.009 -0.115
-0.568 0.006 0.260
0.538 -0.119 -0.138
-0.272 0.086 -0.024
-0.238 0.353 -0.047
-0.016 -0.046 0.169
0.761 0.015 -0.374
0.199 0.332 0.165
-0.100 0.009 -0.024
-0.183 0.168 0.026
0.283 -0.189 0.296
-0.765 -0.495 0.134
0.424 -0.010 -0.269
0.017 0.314 0.010
-0.051 -0.235 0.141
0.136 0.040 -0.096
0.438 -0.092 0.139
-0.085 0.334 0.389
0.132 0.084 -0.064
0.221 0.092 0.093
-0.025 0.059 -0.065
0.210 -0.157 0.072
0.131 -0.065 -0.045
-0.027 -0.065 0.119
0.042 -0.128 -0.071
-0.032 0.056 0.172
0.245 0.040 -0.066
0.049 -0.075 0.118
0.107 -0.160 -0.261
0.059 0.084 0.042
0.289 -0.107 -0.098
-0.584 -0.101 0.201
-0.141 -0.175 -0.091
0.014 -0.178 -0.078
0.036 0.009 -0.016
-0.015 0.024 0.043
0.027 -0.036 0.024
-0.026 0.138 -0.082
0.073 -0.025 -0.058
-0.025 0.011 0.166
0.206 0.047 0.084
-0.132 -0.089 -0.184
0.093 -0.018 0.087
-0.184 0.090 0.218
0.150 0.089 -0.150
0.021 -0.168 0.044
0.031 0.058 -0.057
0.022 -0.024 0.206
-0.047 -0.009 -0.053
0.058 0.004 -0.057
-0.026 -0.009 -0.029
0.050 -0.006 0.059
0.010 0.042 -0.024
-0.015 -0.041 0.011
-0.026 -0.012 -0.057
-0.038 -0.016 -0.001
0.049 -0.032 -0.031
-0.032 -0.056 0.015
-0.024 -0.023 -0.002
-0.039 0.125 -0.033
0.024 0.038 -0.052
-0.062 -0.002 -0.111
-0.003 -0.037 0.001
-0.133 0.102 0.114
-0.027 -0.070 -0.034
0.168 0.084 -0.044
-0.128 0.004 -0.016
-0.034 -0.084 0.271
0.036 -0.097 -0.206
-0.070 0.167 -0.014
0.003 -0.088 -0.006
-0.130 0.028 0.080
0.034 -0.048 -0.018
0.012 -0.030 -0.127
0.001 0.011 -0.013
-0.076 -0.005 0.000
0.015 -0.036 -0.022
-0.004 0.043 0.017
0.058 0.017 -0.019
0.024 0.026 0.032
-0.011 0.023 -0.053
0.008 0.058 0.033
0.006 0.014 0.011
0.056 -0.109 0.019
0.029 -0.039 -0.047
0.117 0.013 -0.012
-0.010 0.029 -0.002
-0.083 0.015 0.025
0.065 0.094 -0.041
-0.053 -0.161 0.017
0.038 0.118 0.052
-0.263 0.120 -0.012
0.180 -0.041 -0.147
0.052 -0.007 0.178
-0.005 0.029 -0.080
-0.039 0.125 0.084
-0.006 -0.033 -0.011
0.060 -0.010 -0.028
0.018 0.020 0.009
0.015 0.065 0.010
0.019 -0.013 -0.049
-0.009 -0.009 0.037
0.006 -0.073 -0.006
-0.030 -0.022 0.019
0.057 -0.011 0.017
-0.028 -0.021 0.058
-0.011 -0.007 0.012
-0.044 -0.005 -0.116
0.035 -0.023 -0.055
-0.019 -0.113 -0.031
0.008 -0.003 0.029


- Among the records above, which one has the highest lowest unoccupied orbital energy?
  C36H66BFIN5O13


- The lowest lowest unoccupied orbital energy belongs to which entry?
  C36H65Si4


- Look up the lowest unoccupied orbital energy of the second one.
  -0.698 eV


- Among the records above, which one has the lowest lowest unoccupied orbital energy?
  C36H65Si4